(1)
Below is a 3-piece molecular cluster, C10H10ClN2 overall in a non-equilibrium geometry, with properties calculated with ωB97M-V/def2-TZVPD.

Atoms and positions in Å:
Cl  -0.24624  2.39891  -2.99527
N  -2.58702  -2.70536  -0.11965
C  -1.44278  -2.00380  -0.05386
C  -1.12474  -0.95223  -0.91468
C  -2.01840  -0.61878  -1.91688
C  -3.19707  -1.33324  -2.00929
C  -3.44102  -2.31964  -1.07092
H  -0.80417  -2.30094  0.76967
H  -0.17899  -0.45410  -0.75514
H  -1.77389  0.14519  -2.64986
H  -3.95821  -1.10087  -2.74173
H  -4.36554  -2.88855  -1.13404
N  1.00792  2.04942  0.83803
C  1.83218  1.36586  0.02178
C  2.94613  0.69350  0.50061
C  3.24274  0.70483  1.84643
C  2.35776  1.34318  2.70113
C  1.28596  2.02402  2.13764
H  1.57409  1.46761  -1.02897
H  3.63874  0.22713  -0.19036
H  4.16182  0.26342  2.21189
H  2.46594  1.39122  3.77766
H  0.62480  2.60322  2.77583

Properties
Total charge = -1
Energy relative to the best compared isomer or geometry (same formula, charge and spin) = 0.9 kcal per mole

---

(2)
Below is an isolated ion of composition C5H10N3 and charge +1 in a non-equilibrium geometry, with properties calculated with ωB97M-V/def2-TZVPD.

Atoms and positions in Å:
C  -1.81633  -0.18465  0.12024
C  -0.99149  1.00841  0.57287
C  -0.10430  -1.76046  0.34926
C  0.99568  -0.26055  0.44845
C  1.05898  2.06104  -0.36138
N  -1.37168  -1.31824  0.08459
N  0.42128  0.87101  0.18319
N  0.39376  -2.40915  -0.72043
H  -2.76185  -0.01862  -0.35798
H  -1.37599  1.94875  0.25331
H  -1.17935  1.12729  1.68255
H  0.06071  -2.22491  1.39818
H  1.98661  -0.49265  -0.03806
H  1.96471  1.82825  -1.02331
H  0.31065  2.51234  -1.02527
H  1.51803  2.71379  0.50314
H  1.15314  -2.97774  -0.48530
H  -0.26258  -2.42391  -1.58406

Properties
Total charge = +1
Energy relative to the best compared isomer or geometry (same formula, charge and spin) = 87.7 kcal per mole

---

(3)
Below is a 9-piece molecular cluster, C54H81N5O10 overall in a non-equilibrium geometry, with properties calculated with ωB97M-V/def2-TZVPD.

Atoms and positions in Å:
C  -8.04278  -2.72731  0.11107
C  -7.55274  -1.48219  0.44283
C  -6.28449  -1.12790  -0.06963
C  -5.59054  -1.92113  -0.94769
C  -6.19456  -3.15051  -1.39843
C  -7.32138  -3.55923  -0.75600
N  -4.25952  -1.54873  -1.47755
O  -3.68356  -2.36866  -2.12231
O  -3.83034  -0.40461  -1.22175
H  -9.03080  -2.97366  0.47097
H  -8.00682  -0.81941  1.16459
H  -5.81251  -0.27494  0.39523
H  -5.83924  -3.85882  -2.13221
H  -7.72328  -4.46854  -1.17793
C  5.02282  1.16839  1.53487
C  5.10301  1.97896  2.68814
C  6.07065  2.95681  2.71910
C  6.93036  3.24357  1.61544
C  6.91334  2.41475  0.50586
C  5.96474  1.31027  0.47218
N  7.83033  4.37019  1.64511
O  8.94455  4.26748  1.08258
O  7.51882  5.36661  2.28272
H  4.20950  0.47014  1.40309
H  4.37578  1.86210  3.47800
H  6.10422  3.59585  3.58910
H  7.53077  2.67654  -0.34069
H  5.97370  0.52346  -0.26759
C  -1.36500  0.54206  2.66043
C  -0.15040  1.20376  2.79342
C  0.72569  1.41033  1.72639
C  0.37589  0.91439  0.46339
C  -0.82012  0.14626  0.35412
C  -1.70341  -0.00195  1.43305
N  1.38556  1.05088  -0.66828
O  2.48741  1.56003  -0.48304
O  1.11308  0.44466  -1.63255
H  -2.04645  0.51705  3.49793
H  0.02907  1.75092  3.70710
H  1.44759  2.19719  1.88791
H  -0.96886  -0.26129  -0.63491
H  -2.57847  -0.63065  1.35962
C  -0.08348  7.34396  1.25160
C  -0.39915  6.01361  1.32265
C  0.42433  5.19937  2.09103
C  1.63715  5.60670  2.66837
C  1.95689  6.96872  2.62889
C  1.13132  7.83937  1.92269
N  2.50659  4.68860  3.47645
O  1.93366  3.69339  3.90136
O  3.69675  4.93699  3.59358
H  -0.71219  8.03111  0.70484
H  -1.32300  5.70341  0.85716
H  0.12168  4.20037  2.36815
H  2.81422  7.34302  3.16861
H  1.40592  8.88250  1.86917
C  5.05907  1.96716  -2.76405
C  6.37586  2.39269  -3.16615
C  6.52012  3.06560  -4.38013
C  5.43066  3.29633  -5.20864
C  4.14856  2.86842  -4.78255
C  3.89037  2.19083  -3.58166
N  5.52621  3.88953  -6.57682
O  4.58547  3.77741  -7.32071
O  6.59612  4.52693  -6.78066
H  4.86848  1.46106  -1.82921
H  7.21843  2.19772  -2.51927
H  7.52536  3.36637  -4.63591
H  3.33341  3.02824  -5.47276
H  2.88460  1.89302  -3.32450
C  -3.90655  -5.09491  1.95797
C  -2.90320  -4.30719  1.05429
C  -1.35711  -4.75190  1.11648
C  -0.41331  -3.56526  0.79181
C  1.04133  -3.72125  1.20407
C  1.77851  -2.43968  0.76111
H  -4.85950  -4.57232  2.04092
H  -3.52801  -5.26147  2.96647
H  -4.15153  -6.00096  1.40375
H  -3.30639  -4.32501  0.04175
H  -2.96485  -3.25749  1.34137
H  -1.05062  -5.48754  0.37285
H  -1.13921  -5.13598  2.11303
H  -0.47618  -3.40089  -0.28389
H  -0.75865  -2.71761  1.38371
H  1.19156  -3.88341  2.27142
H  1.42625  -4.65152  0.78627
H  2.81099  -2.50751  1.10387
H  1.78340  -2.28745  -0.31820
H  1.44707  -1.52710  1.25654
C  -9.25840  -2.93987  7.09522
C  -8.65013  -3.33380  5.74728
C  -7.14980  -2.89166  5.63667
C  -6.45821  -2.70466  4.27171
C  -4.91353  -2.55667  4.39903
C  -4.41811  -1.61440  3.34351
H  -8.66152  -3.04844  8.00079
H  -10.06372  -3.64686  7.29454
H  -9.76545  -1.98047  6.99242
H  -8.65067  -4.42057  5.66341
H  -9.18237  -2.86448  4.91990
H  -6.63137  -3.44097  6.42254
H  -7.15011  -1.88666  6.05865
H  -6.61927  -3.54633  3.59811
H  -6.81797  -1.73855  3.91770
H  -4.60066  -2.35422  5.42334
H  -4.40622  -3.51628  4.29955
H  -3.32878  -1.58150  3.32386
H  -4.60184  -1.95828  2.32563
H  -4.79517  -0.59183  3.32678
C  6.90725  -6.63893  -2.54474
C  6.09616  -5.67390  -3.42048
C  5.02555  -4.80016  -2.66747
C  4.27024  -3.82533  -3.60863
C  3.35800  -2.85015  -2.83446
C  4.16229  -1.61027  -2.39704
H  6.30764  -7.47638  -2.18803
H  7.19097  -6.15511  -1.61012
H  7.79235  -7.01586  -3.05720
H  6.88159  -5.11991  -3.93457
H  5.59415  -6.08323  -4.29714
H  5.54221  -4.17856  -1.93619
H  4.29634  -5.42794  -2.15537
H  4.99066  -3.22535  -4.16460
H  3.63988  -4.31011  -4.35410
H  2.44883  -2.70573  -3.41812
H  2.91807  -3.36930  -1.98297
H  4.25836  -0.99495  -3.29161
H  3.55683  -1.01199  -1.71618
H  5.11643  -1.85115  -1.92833
C  -1.40901  6.63804  -2.95341
C  -0.64394  5.26538  -3.03848
C  -1.58670  4.08790  -3.23519
C  -0.86724  2.74895  -3.26812
C  -1.82350  1.61507  -3.25225
C  -2.72376  1.42862  -4.47969
H  -0.71416  7.33031  -2.47797
H  -2.24656  6.62666  -2.25593
H  -1.64593  6.88120  -3.98919
H  0.13790  5.36794  -3.79102
H  -0.13234  5.05296  -2.09974
H  -2.20919  4.29672  -4.10524
H  -2.37951  4.00676  -2.49157
H  -0.08472  2.62281  -4.01636
H  -0.28898  2.52410  -2.37194
H  -1.27348  0.71862  -2.96597
H  -2.36146  1.70664  -2.30869
H  -2.17903  1.19973  -5.39564
H  -3.48709  0.66810  -4.31529
H  -3.30150  2.31464  -4.74292

Properties
Total charge = 0

---

Sequential molecular weight output: 193.7, 112.2, 960.3 g/mol
Sequential gap between HOMO and LUMO output: 0.25898, 0.33981, 0.31702 Ha
Sequential HOMO level output: -4.01, -13.62, -9.55 eV